(1)
13
Properties=species:S:1:pos:R:3:forces:R:3 method="wB97M-V/def2-TZVPD" homo_energy_ev=-9.2 orbital_gap_ev=10.38 de_lowest_kcal_mol=31.6 fmax_ev_per_a=4.07 smiles=CC(C)N
C 1.1504 0.6955 -0.2968 1.588 1.608 0.099
C -0.1734 0.0010 -0.4290 -1.396 2.127 -0.634
C -0.9982 0.3626 0.9059 0.874 -3.611 -1.664
N 0.0078 -1.4159 -0.7959 -0.537 -1.780 1.633
H 1.2388 1.0380 0.7417 0.612 -0.350 -0.165
H 1.3081 1.6420 -0.8449 -0.800 -0.256 -0.121
H 2.0576 0.1760 -0.6168 -0.331 -0.640 0.289
H -0.8029 0.6081 -1.2372 1.303 -1.984 0.966
H -1.5482 -0.5864 1.0028 -0.639 0.477 0.354
H -1.7127 1.1655 0.7334 0.614 0.331 0.735
H -0.2338 0.2448 1.6923 -0.860 1.211 0.264
H 0.6383 -2.0610 -0.1446 -1.518 2.477 -1.435
H -0.9318 -1.8702 -0.7108 1.089 0.390 -0.321

(2)
14
Properties=species:S:1:pos:R:3:forces:R:3 method="wB97M-V/def2-TZVPD" homo_energy_ev=-13.3 charge=+1 orbital_gap_ev=7.63 de_lowest_kcal_mol=80.3 fmax_ev_per_a=4.38
C -0.5929 0.9296 -0.6860 4.254 -0.880 0.584
C -0.3264 -0.3225 -0.1628 0.052 3.236 -1.945
C 1.0465 -0.6974 -0.1564 3.339 0.616 -0.052
N -1.2105 -1.2696 0.0040 -2.002 -2.283 0.428
N 2.0745 0.0456 0.2931 -3.551 1.163 0.744
H -1.4863 1.3423 -1.0439 -1.248 0.081 -0.422
H 0.3619 1.4685 -0.8939 -1.321 0.114 0.201
H -1.5973 1.3279 0.9843 -0.984 0.679 2.949
H 1.4020 -1.6675 -0.6441 -0.764 1.241 0.822
H -2.1188 -1.2942 -0.4726 0.781 0.182 0.395
H -0.7614 -2.1450 0.1509 -0.618 -0.992 0.289
H -1.8493 1.4759 1.7723 0.616 -0.408 -2.296
H 2.0843 0.9596 0.8310 -1.057 -1.526 -0.876
H 2.9735 -0.1531 0.0241 2.504 -1.224 -0.821

(3)
14
Properties=species:S:1:pos:R:3:forces:R:3 method="wB97M-V/def2-TZVPD" homo_energy_ev=-13.6 charge=+1 orbital_gap_ev=10.05 de_lowest_kcal_mol=48.2 fmax_ev_per_a=2.49 smiles="C/C([NH3+])=C/N"
C -0.0569 0.3631 1.8704 -0.662 0.134 0.207
C 0.0980 0.3962 0.3667 -0.296 -0.360 1.695
N -1.0249 0.8986 -0.4344 -0.010 -0.569 -2.234
C 0.9125 -0.4255 -0.2979 0.040 -1.426 -1.156
N 0.4184 -1.2054 -1.3858 0.319 2.457 -0.210
H -0.5581 -0.5915 2.0653 0.605 -0.334 0.071
H 0.8959 0.4086 2.3874 0.010 -0.083 0.071
H -0.8022 0.9952 2.3714 0.606 0.855 -0.626
H -1.9932 0.9622 -0.1225 0.139 -0.242 0.531
H -0.7572 1.7933 -0.8559 -0.179 0.243 0.479
H -0.9601 0.2439 -1.2629 -0.426 0.276 0.350
H 1.9519 -0.6307 -0.0803 -0.080 0.087 0.961
H 1.0469 -1.2625 -2.1717 -0.267 -0.742 -0.031
H -0.2193 -1.9492 -1.1673 0.202 -0.295 -0.108

(4)
14
Properties=species:S:1:pos:R:3:forces:R:3 method="wB97M-V/def2-TZVPD" homo_energy_ev=-14.9 charge=+1 orbital_gap_ev=11.33 de_lowest_kcal_mol=39.5 fmax_ev_per_a=5.41
C -1.6074 -0.2418 0.3758 0.939 -0.183 0.685
C 1.9817 0.3865 -0.2860 -1.905 1.782 0.793
C 0.8747 -0.4063 0.4002 1.077 -4.942 1.921
N -2.7743 0.0797 -0.1073 2.310 2.437 -3.924
N -0.4464 -0.1224 -0.1652 0.835 0.329 2.007
H -1.5958 -0.6552 1.3842 -0.184 -0.175 -0.216
H 1.5958 1.3924 -0.6248 0.155 -1.055 -0.033
H 2.7435 0.6967 0.4020 0.524 -0.411 0.379
H 2.3493 -0.1770 -1.0715 1.043 -0.669 -1.708
H 1.0736 -0.3430 1.5507 -1.471 0.130 -2.005
H 0.9142 -1.7285 0.1771 0.609 4.032 0.689
H -3.4352 -0.3322 0.3968 -4.198 -1.491 2.149
H -3.0100 0.5325 -1.0446 0.694 -1.052 1.912
H -0.2771 0.3697 -0.9728 -0.428 1.268 -2.649

(5)
14
Properties=species:S:1:pos:R:3:forces:R:3 method="wB97M-V/def2-TZVPD" homo_energy_ev="-13.5 / -13.9" charge=+1 orbital_gap_ev="8.26 / 9.37" de_lowest_kcal_mol=154.9 fmax_ev_per_a=4.81
C -0.2359 0.0230 0.3172 -0.404 0.649 -2.424
C -1.3516 0.2559 -0.3883 1.622 -0.586 2.519
C 2.6623 0.2776 -0.3592 -0.832 1.575 -3.790
N 1.9975 -0.2114 0.7226 -3.845 -2.866 0.322
N -2.7227 -0.0197 0.2362 2.146 -2.041 0.810
H 1.8258 -1.2567 0.5185 0.396 1.613 0.742
H -0.2897 -0.3681 1.2519 -0.294 -0.976 2.854
H -1.5751 0.6043 -1.3057 0.345 1.210 -3.212
H 2.3530 -0.1525 -1.3917 -0.055 0.796 1.399
H 2.5405 1.3904 -0.3558 1.040 -0.950 -0.281
H 3.6287 -0.1676 -0.3763 1.646 0.246 0.556
H -2.9851 -0.9759 -0.1173 -0.100 1.061 0.822
H -3.4578 0.6406 0.0197 -0.066 0.432 0.193
H -2.3898 -0.0401 1.2281 -1.599 -0.161 -0.508

(6)
14
Properties=species:S:1:pos:R:3:forces:R:3 method="wB97M-V/def2-TZVPD" homo_energy_ev="-14.3 / -14.3" charge=+1 orbital_gap_ev="8.94 / 8.94" de_lowest_kcal_mol=97.2 fmax_ev_per_a=4.80 smiles="C=[NH+]N(C)C"
C 2.3467 0.1310 0.2127 -4.288 -2.147 -0.178
N 1.0626 -0.3372 0.3062 2.649 -0.580 -0.678
N -0.3585 0.0343 0.3202 2.668 -1.119 0.555
C -0.8254 1.2222 -0.2876 -1.158 1.336 -2.080
C -1.3440 -1.0266 0.1302 1.240 -2.360 -2.099
H 2.6719 1.0343 -0.1364 -0.033 2.825 -0.404
H 3.1595 -0.5959 0.2616 -0.673 -0.281 0.463
H 1.3138 -1.3451 0.4099 -2.096 0.527 0.343
H -0.9535 1.3654 -1.4110 0.939 -1.072 0.895
H -1.8666 1.3513 -0.0039 0.027 -0.163 0.574
H -0.3390 2.0700 0.0646 1.118 1.507 0.710
H -1.1497 -1.9828 0.6636 0.233 0.822 -0.197
H -2.2772 -0.6535 0.4687 -0.684 0.413 0.402
H -1.4407 -1.2674 -0.9986 0.059 0.293 1.694